[1]
C30H49AuN11P as an isolated structure. Source: OMol25; level of theory: ωB97M-V/def2-TZVPD.

Maximum force (eV/Å): 0.4
HOMO-LUMO gap (spin up / spin down) (Ha): 0.2145 / 0.2152
Total charge: +2
Relative energy (zero: lowest compared OMol25 entry of this formula, charge and spin) (kJ/mol): 133.93

XYZ file:
```
92
Properties=species:S:1:pos:R:3:mulliken_charge:R:1
Au -0.177 -0.318 -0.198 0.37
N -3.229 1.043 -1.051 -0.05
C -2.123 1.811 -1.318 0.90
C -2.369 3.002 -2.034 -0.71
C -1.348 3.862 -2.317 -0.51
C -0.053 3.557 -1.880 -0.82
C 0.129 2.391 -1.202 -0.50
N -0.880 1.513 -0.921 0.04
C -3.493 -0.180 -0.428 0.73
C -4.786 -0.693 -0.595 -0.63
C -5.107 -1.882 0.013 -0.51
C -4.137 -2.544 0.765 -0.86
C -2.899 -1.962 0.869 -0.08
N -2.573 -0.788 0.299 -0.16
H -4.062 1.453 -1.441 0.11
H -3.381 3.226 -2.344 0.40
H -1.547 4.774 -2.863 0.46
H 0.783 4.215 -2.061 0.50
H 1.102 2.111 -0.829 0.55
H -5.513 -0.159 -1.193 0.38
H -6.099 -2.297 -0.098 0.45
H -4.343 -3.486 1.252 0.43
H -2.115 -2.449 1.436 0.30
C 3.700 -2.798 4.182 -1.36
C 2.315 -3.170 4.703 0.82
C 1.576 -1.955 5.254 -1.44
C 1.515 -3.936 3.653 -1.25
N 1.319 -3.160 2.408 0.67
C 0.564 -2.102 2.157 -0.39
N 0.765 -1.771 0.892 -0.55
N 1.644 -2.655 0.382 1.04
N 1.975 -3.487 1.284 -1.09
H 4.302 -2.363 4.978 0.43
H 3.635 -2.054 3.383 0.22
H 4.234 -3.666 3.794 0.38
H 2.432 -3.891 5.518 0.34
H 1.563 -1.131 4.534 0.29
H 2.085 -1.575 6.138 0.42
H 0.550 -2.191 5.545 0.38
H 0.527 -4.229 4.007 0.46
H 2.050 -4.826 3.328 0.37
H -0.060 -1.591 2.870 0.70
N -0.008 -0.866 -2.163 -0.02
P 1.112 -1.590 -3.122 -0.64
N 2.634 -1.355 -2.582 0.54
C 3.782 -2.206 -2.958 -0.85
C 4.690 -2.432 -1.759 -0.46
C 5.150 -1.100 -1.173 -1.02
C 3.950 -0.218 -0.840 -0.16
C 3.060 -0.050 -2.061 -0.09
N 0.973 -3.207 -3.403 1.13
C -0.292 -3.627 -4.076 -0.56
C -0.555 -5.115 -3.879 -0.98
C 0.720 -5.918 -4.099 -0.68
C 1.803 -5.497 -3.088 -0.83
C 1.445 -4.184 -2.404 -1.03
N 0.736 -0.868 -4.544 0.85
C 1.384 -1.337 -5.795 -1.01
C 0.463 -1.098 -6.980 -0.93
C 0.233 0.404 -7.185 -0.63
C 0.282 1.160 -5.849 -1.02
C -0.179 0.281 -4.697 0.33
H 4.337 -1.688 -3.750 0.49
H 3.413 -3.140 -3.374 0.26
H 5.547 -3.030 -2.071 0.43
H 4.151 -3.006 -0.999 0.13
H 5.779 -0.585 -1.906 0.32
H 5.767 -1.261 -0.289 0.46
H 4.282 0.765 -0.500 0.49
H 3.368 -0.673 -0.032 -0.15
H 3.613 0.474 -2.851 0.43
H 2.174 0.538 -1.838 -0.58
H -0.201 -3.432 -5.144 0.16
H -1.139 -3.041 -3.704 0.39
H -1.329 -5.414 -4.587 0.45
H -0.957 -5.307 -2.882 0.36
H 1.072 -5.751 -5.120 0.31
H 0.512 -6.984 -4.018 0.39
H 2.765 -5.386 -3.592 0.25
H 1.939 -6.261 -2.320 0.47
H 2.307 -3.774 -1.887 0.23
H 0.669 -4.332 -1.646 0.48
H 1.648 -2.387 -5.690 0.63
H 2.321 -0.786 -5.930 0.38
H -0.484 -1.612 -6.794 0.24
H 0.895 -1.549 -7.873 0.50
H -0.727 0.564 -7.676 0.35
H 0.994 0.807 -7.854 0.30
H -0.345 2.052 -5.890 0.42
H 1.298 1.502 -5.639 0.29
H -1.197 -0.079 -4.882 0.25
H -0.198 0.832 -3.757 -0.28
```

***

[2]
A 7-piece molecular cluster, C6H28N2O6 overall. Source: OMol25; level of theory: ωB97M-V/def2-TZVPD.

Maximum force (eV/Å): 0.9
SMILES: CC(C)CNCCN.O.O.O.O.O.O
HOMO-LUMO gap (Ha): 0.3666
Relative energy (zero: lowest compared OMol25 entry of this formula, charge and spin) (kJ/mol): 15.97

XYZ file:
```
42
Properties=species:S:1:pos:R:3:nbo_charge:R:1
C 2.059 1.189 0.520 -0.62
C 1.396 1.314 1.880 -0.23
C 2.417 1.601 2.974 -0.60
C 0.571 0.073 2.269 -0.20
N -0.558 -0.077 1.342 -0.67
C -1.573 -1.027 1.811 -0.22
C -2.917 -0.738 1.149 -0.22
N -2.851 -0.658 -0.316 -0.88
H 1.335 1.075 -0.282 0.22
H 2.588 2.121 0.286 0.21
H 2.775 0.366 0.493 0.20
H 0.709 2.173 1.874 0.20
H 3.147 0.790 3.052 0.20
H 2.981 2.516 2.771 0.21
H 1.940 1.727 3.951 0.21
H 0.171 0.197 3.278 0.19
H 1.253 -0.798 2.267 0.17
H -0.192 -0.349 0.434 0.37
H -1.690 -0.926 2.895 0.20
H -1.273 -2.077 1.646 0.18
H -3.618 -1.500 1.483 0.19
H -3.297 0.231 1.481 0.18
H -3.559 -1.198 -0.786 0.37
H -1.962 -0.922 -0.721 0.37
O 0.029 -1.464 -2.669 -1.06
H 0.986 -1.675 -2.624 0.50
H -0.099 -0.550 -3.014 0.51
O -1.957 2.214 0.143 -1.00
H -2.580 1.580 -0.255 0.50
H -1.425 1.609 0.704 0.50
O -0.142 1.011 -3.692 -0.99
H -0.391 1.763 -3.095 0.52
H 0.550 1.287 -4.285 0.48
O -0.634 3.165 -2.025 -1.00
H -1.200 2.849 -1.273 0.51
H 0.050 3.708 -1.620 0.48
O 2.396 -2.570 -2.058 -0.98
H 2.706 -2.428 -1.166 0.47
H 1.829 -3.376 -2.050 0.50
O 0.248 -4.219 -1.951 -0.96
H 0.021 -4.630 -2.786 0.48
H -0.236 -3.377 -2.034 0.51
```

***

[3]
C53H38AsCl3F4N4O6S2Sn as an isolated structure. Source: OMol25; level of theory: ωB97M-V/def2-TZVPD.

Maximum force (eV/Å): 0.8
HOMO-LUMO gap (Ha): 0.2848
Relative energy (zero: lowest compared OMol25 entry of this formula, charge and spin) (kJ/mol): 71.01

XYZ file:
```
112
Properties=species:S:1:pos:R:3:mulliken_charge:R:1
Sn 0.244 -0.011 -0.241 2.68
O -3.243 3.679 4.873 -0.69
C -2.984 3.938 3.691 -0.04
O -3.280 4.903 2.956 -0.66
C -2.195 2.858 2.952 0.47
C -0.816 2.738 3.117 -1.08
C -0.111 1.830 2.362 -0.64
N -0.707 1.039 1.459 1.07
C -2.037 1.137 1.300 0.35
C -2.808 2.000 2.040 -0.60
C -2.646 0.328 0.176 0.22
O -3.844 0.286 0.015 -0.74
O -1.780 -0.287 -0.590 -0.70
H -0.296 3.367 3.828 0.52
H 0.957 1.721 2.473 0.43
H -3.871 2.032 1.849 0.69
F -2.183 -4.472 -1.271 -0.22
C -1.662 -4.958 -0.136 0.44
F -0.432 -5.423 -0.426 -0.15
F -2.404 -6.024 0.215 -0.32
C -1.634 -3.928 0.961 -0.50
C -2.502 -4.044 2.033 -0.32
C -2.498 -3.080 3.030 -1.11
C -1.600 -2.037 2.913 -0.46
N -0.757 -1.919 1.889 0.06
C -0.782 -2.817 0.906 1.51
S 0.313 -2.502 -0.440 -0.68
H -3.184 -4.881 2.081 0.52
H -3.174 -3.137 3.870 0.47
H -1.557 -1.247 3.656 0.49
F 5.020 0.373 -4.272 -0.38
C 3.966 0.330 -3.435 -0.14
C 3.079 1.384 -3.421 -0.99
C 1.995 1.331 -2.553 0.01
C 1.802 0.247 -1.707 -0.06
C 2.728 -0.798 -1.752 0.55
C 3.811 -0.772 -2.617 -0.92
H 3.234 2.229 -4.080 0.56
H 1.308 2.164 -2.538 0.27
H 2.604 -1.664 -1.110 -0.47
H 4.516 -1.592 -2.672 0.94
O -0.396 2.139 -0.877 0.19
As -1.229 2.918 -2.104 1.00
C -1.172 1.921 -3.741 0.60
C -0.679 2.492 -4.909 -0.77
C -0.604 1.730 -6.067 -0.73
C -1.018 0.406 -6.053 -0.63
C -1.511 -0.162 -4.886 -1.07
C -1.593 0.592 -3.725 -0.12
C -0.357 4.600 -2.372 0.37
C -0.929 5.572 -3.187 -0.58
C -0.280 6.784 -3.363 -0.76
C 0.927 7.023 -2.718 -0.52
C 1.484 6.059 -1.890 -0.84
C 0.842 4.841 -1.714 -0.13
C -3.039 3.272 -1.644 0.42
C -3.283 4.045 -0.511 -0.67
C -4.592 4.294 -0.128 -0.84
C -5.638 3.771 -0.878 -0.48
C -5.389 3.000 -2.005 -0.76
C -4.084 2.743 -2.394 -0.34
H -0.336 3.519 -4.917 0.40
H -0.216 2.170 -6.976 0.42
H -0.952 -0.188 -6.957 0.40
H -1.830 -1.196 -4.874 0.50
H -1.972 0.142 -2.814 0.52
H -1.886 5.393 -3.664 0.46
H -0.721 7.547 -3.992 0.42
H 1.428 7.973 -2.852 0.40
H 2.413 6.260 -1.373 0.43
H 1.247 4.081 -1.058 0.31
H -2.475 4.436 0.098 0.42
H -4.768 4.867 0.773 0.49
H -6.660 3.956 -0.570 0.42
H -6.211 2.583 -2.573 0.41
H -3.886 2.132 -3.265 0.36
Cl 8.939 -2.332 -1.443 -0.23
C 7.677 -2.573 -0.285 0.21
C 6.492 -1.868 -0.400 -1.82
C 5.487 -2.094 0.524 1.16
C 5.634 -2.996 1.578 -0.60
C 4.520 -3.210 2.577 -0.41
C 4.167 -1.944 3.361 -1.81
N 3.494 -0.942 2.553 0.35
C 4.050 0.228 2.074 -0.68
C 3.120 0.788 1.260 -0.95
N 1.997 -0.012 1.261 0.75
C 2.257 -1.042 2.039 -1.00
O 3.291 -3.701 2.053 -0.24
C 3.280 -4.375 0.800 0.80
C 4.101 -5.627 0.819 -0.29
C 4.908 -6.049 -0.193 0.86
Cl 5.184 -5.253 -1.692 -0.20
S 5.701 -7.528 0.154 -0.20
C 4.943 -7.611 1.687 -0.32
C 4.125 -6.551 1.907 -1.17
C 6.851 -3.672 1.667 1.04
Cl 7.177 -4.796 2.954 -0.20
C 7.867 -3.477 0.745 -0.74
H 6.354 -1.163 -1.208 0.75
H 4.555 -1.553 0.408 0.19
H 4.861 -3.918 3.333 0.84
H 5.073 -1.492 3.760 0.46
H 3.523 -2.219 4.196 0.36
H 5.046 0.534 2.343 0.48
H 3.171 1.696 0.684 0.59
H 1.580 -1.857 2.236 0.62
H 3.609 -3.724 -0.012 -0.30
H 2.228 -4.604 0.627 0.30
H 5.148 -8.442 2.343 0.46
H 3.555 -6.407 2.814 0.42
H 8.795 -4.022 0.835 0.46
```